(1)
Entry from the Open Molecules 2025 dataset: a molecular structure, C19H40F5N7OPPtS3 at a distorted geometry (wB97M-V/def2-TZVPD).

Computed properties:
LUMO energy (spin up / spin down)   -6.8643 / -11.7439 eV
HOMO-LUMO gap (spin up / spin down)   0.3443 / 0.2206 hartree
Expectation value of S²   6.020
E   -3360.0333 a.u.

```
! wB97M-V def2-TZVPD RIJCOSX def2/J DEFGRID3
* xyz 3 5
Pt -0.708 0.638 0.601
C -2.642 0.275 3.223
C -2.649 1.795 3.164
S -1.234 2.541 2.238
C -2.033 3.681 1.053
C -3.028 3.070 0.082
S -2.350 1.666 -0.902
C -3.652 0.389 -0.690
C -4.003 0.018 0.734
S -2.569 -0.667 1.653
H -3.540 -0.077 3.738
H -1.775 -0.087 3.777
H -2.535 2.156 4.188
H -3.579 2.208 2.778
H -1.186 4.133 0.530
H -2.521 4.469 1.630
H -3.315 3.827 -0.651
H -3.934 2.741 0.589
H -3.255 -0.480 -1.217
H -4.538 0.751 -1.215
H -4.762 -0.766 0.715
H -4.411 0.857 1.294
C -1.490 -3.428 -2.672
N -0.981 -2.433 -3.572
C -0.987 -2.778 -4.964
P -0.084 -1.139 -2.902
O -0.642 -0.848 -1.569
N -0.260 0.054 -4.055
C 0.725 0.843 -4.749
C -1.628 0.496 -4.228
N 1.492 -1.733 -2.912
C 2.229 -2.035 -4.111
C 1.910 -2.462 -1.742
H -2.534 -3.654 -2.904
H -1.415 -3.058 -1.652
H -0.934 -4.367 -2.759
H -2.011 -3.003 -5.282
H -0.403 -3.683 -5.159
H -0.609 -1.963 -5.575
H 1.727 0.503 -4.526
H 0.638 1.894 -4.459
H 0.556 0.786 -5.828
H -2.304 -0.188 -3.712
H -1.889 0.524 -5.290
H -1.760 1.506 -3.832
H 1.708 -1.694 -5.002
H 2.417 -3.111 -4.194
H 3.209 -1.547 -4.074
H 1.283 -2.195 -0.894
H 2.951 -2.224 -1.511
H 1.857 -3.543 -1.899
F 1.724 0.127 -0.555
C 1.682 0.797 -1.731
F 0.706 1.724 -1.580
C 3.060 1.418 -2.041
F 2.995 2.739 -2.073
F 3.518 0.999 -3.229
F 3.943 1.034 -1.123
C 2.886 1.548 6.074
C 2.798 0.044 5.872
C 1.374 -0.479 6.041
C 3.403 -0.386 4.514
N 2.508 -0.053 3.443
C 1.589 -0.824 2.838
N 0.899 -0.051 2.023
N 1.421 1.172 2.141
N 2.365 1.176 2.978
H 2.340 1.849 6.965
H 2.474 2.089 5.217
H 3.922 1.868 6.180
H 3.420 -0.437 6.639
H 0.676 0.089 5.423
H 1.055 -0.370 7.074
H 1.306 -1.533 5.781
H 3.575 -1.464 4.495
H 4.346 0.139 4.356
H 1.461 -1.875 2.991
*
```

***

(2)
Entry from the Open Molecules 2025 dataset: 2 unconnected molecules or ions with the total composition C3H2O3S at a distorted geometry (wB97M-V/def2-TZVPD).

Computed properties:
LUMO energy   -1.1907 eV
HOMO-LUMO gap   0.2894 hartree
E   -739.3017 a.u.

```
! wB97M-V def2-TZVPD RIJCOSX def2/J DEFGRID3
* xyz 0 1
C -1.645 -0.828 0.039
C 2.221 -0.238 0.567
C -1.440 0.026 -0.880
O -1.752 -1.500 0.963
O 2.139 -1.359 0.818
O 0.830 1.711 0.509
S 2.311 1.386 0.414
H -0.475 0.535 -0.896
H -2.188 0.267 -1.533
*
```

***

(3)
Entry from the Open Molecules 2025 dataset: a molecular structure, C33H64ClN3NaO6P2SSi3 at a distorted geometry (wB97M-V/def2-TZVPD).

Computed properties:
LUMO energy   1.9780 eV
HOMO-LUMO gap   0.2293 hartree
E   -4483.4260 a.u.

```
! wB97M-V def2-TZVPD RIJCOSX def2/J DEFGRID3
* xyz -1 1
Na 0.018 2.322 1.584
C 3.784 1.147 -1.181
P 2.854 2.181 0.032
C 3.918 1.908 1.517
C 3.500 3.828 -0.520
C 2.845 5.013 0.228
P 1.000 4.847 0.310
C 0.595 5.268 -1.442
C 0.602 6.465 1.092
H 3.715 0.091 -0.914
H 4.835 1.443 -1.215
H 3.341 1.263 -2.177
H 4.973 1.823 1.240
H 3.595 1.001 2.041
H 3.785 2.734 2.219
H 3.279 3.902 -1.588
H 4.587 3.838 -0.410
H 3.089 5.962 -0.251
H 3.197 5.053 1.259
H 1.079 6.200 -1.756
H -0.492 5.380 -1.542
H 0.903 4.454 -2.107
H 1.170 7.276 0.628
H 0.839 6.413 2.157
H -0.466 6.674 0.993
C -2.736 4.084 0.746
O -2.209 2.766 0.516
Si -3.168 1.414 0.069
C -4.838 1.681 0.875
C -3.486 1.677 -1.756
C -2.280 -0.042 0.500
Si -2.340 -1.410 -0.639
C -1.382 -2.921 -0.022
C -4.082 -2.043 -0.995
C -1.622 -1.087 -2.350
Si -2.123 -0.434 2.237
C -3.350 -1.727 2.850
C -2.437 1.034 3.390
C -0.442 -1.132 2.746
H -3.573 4.067 1.454
H -3.090 4.552 -0.184
H -1.950 4.712 1.173
H -5.379 2.563 0.488
H -4.738 1.793 1.968
H -5.453 0.787 0.687
H -3.899 2.685 -1.927
H -4.220 0.947 -2.139
H -2.571 1.576 -2.361
H -1.927 -3.449 0.777
H -0.398 -2.616 0.388
H -1.214 -3.641 -0.840
H -4.569 -2.338 -0.049
H -4.095 -2.909 -1.682
H -4.695 -1.242 -1.447
H -0.558 -0.806 -2.278
H -2.142 -0.259 -2.860
H -1.713 -1.984 -2.989
H -4.379 -1.386 2.647
H -3.248 -1.894 3.938
H -3.210 -2.696 2.345
H -3.505 1.085 3.656
H -2.166 2.010 2.960
H -1.863 0.919 4.324
H -0.352 -2.193 2.452
H -0.310 -1.066 3.840
H 0.388 -0.586 2.276
O 0.679 3.453 5.176
Cl 0.947 3.472 3.760
O -0.217 3.981 3.022
O 2.109 4.303 3.465
O 1.193 2.108 3.264
N -0.043 1.958 -1.936
C -0.150 1.877 -3.319
C 0.453 0.820 -4.014
C 0.405 0.771 -5.400
C -0.243 1.765 -6.129
C -0.852 2.809 -5.438
C -0.808 2.871 -4.051
H -0.754 2.491 -1.444
H 0.176 1.089 -1.468
H 0.947 0.030 -3.446
H 0.875 -0.061 -5.917
H -0.279 1.722 -7.213
H -1.376 3.585 -5.984
H -1.295 3.687 -3.518
C 0.145 -5.639 -1.968
C 1.441 -5.691 -1.153
C 2.143 -4.349 -1.077
N 1.316 -3.361 -0.354
C 1.804 -2.249 0.240
S 1.044 -0.793 0.131
N 2.937 -2.425 1.031
C 3.495 -3.583 1.592
O 4.659 -3.617 1.849
C 2.568 -4.722 1.926
C 3.082 -6.009 1.927
C 2.267 -7.081 2.270
C 0.943 -6.853 2.636
C 0.438 -5.560 2.662
C 1.252 -4.492 2.301
H -0.253 -6.642 -2.137
H 0.314 -5.175 -2.949
H -0.638 -5.064 -1.457
H 2.137 -6.406 -1.602
H 1.233 -6.032 -0.132
H 2.350 -3.974 -2.085
H 3.098 -4.466 -0.578
H 0.426 -3.158 -0.789
H 3.453 -1.583 1.215
H 4.122 -6.156 1.653
H 2.664 -8.089 2.258
H 0.305 -7.687 2.907
H -0.588 -5.376 2.960
H 0.858 -3.479 2.332
*
```